Molecular formula: C13H19Cl2IrN3O7P
Method: DFT, ωB97M-V/def2-TZVPD

Values from the calculation:
energy above the lowest of the compared OMol25 structures with the same formula, charge and spin	0.0	kJ/mol
max |F|	0.54	eV Å⁻¹
net charge	+2
total energy	-69739.0522	eV
frontier orbital gap	7.2	eV

Last column: Löwdin charge in e.
Cartesian coordinates (Å):
Ir  -1.591  0.307  -0.835  0.973
Cl  -3.506  -0.825  -1.746  0.639
C  -4.782  0.351  -1.188  -0.795
Cl  -4.042  1.491  -0.054  0.652
H  -5.547  -0.232  -0.689  0.060
H  -5.141  0.877  -2.064  0.062
O  4.672  3.363  -3.342  0.130
N  4.413  3.618  -2.190  -0.341
O  5.053  4.304  -1.430  0.138
C  3.179  3.008  -1.641  -0.083
C  2.813  3.291  -0.323  0.144
C  1.690  2.712  0.196  -0.028
C  0.834  1.884  -0.567  -0.236
O  -0.259  1.453  -0.020  -0.225
C  1.271  1.616  -1.894  -0.047
C  2.447  2.182  -2.429  0.124
N  0.555  0.793  -2.798  -0.226
O  -0.580  0.176  -2.494  -0.175
O  0.928  0.599  -3.904  0.223
N  1.398  2.949  1.626  -0.324
O  0.910  2.019  2.243  0.089
O  1.719  4.017  2.075  0.163
H  3.425  3.945  0.286  0.158
H  2.763  1.978  -3.442  0.152
C  -1.675  -0.051  2.681  -0.112
C  -1.803  -1.380  1.931  -0.344
P  -0.864  -1.463  0.396  0.870
C  0.888  -1.236  0.736  -0.344
C  1.511  -2.374  1.554  -0.090
C  -1.137  -3.044  -0.438  -0.350
C  -1.329  -4.229  0.521  -0.102
H  -2.333  -0.061  3.548  0.098
H  -1.953  0.810  2.069  0.038
H  -0.659  0.121  3.031  0.075
H  -2.844  -1.623  1.697  0.099
H  -1.423  -2.210  2.535  0.103
H  0.984  -0.276  1.252  0.069
H  1.385  -1.140  -0.235  0.099
H  0.997  -2.526  2.503  0.085
H  2.542  -2.111  1.783  0.096
H  1.526  -3.314  1.003  0.078
H  -0.275  -3.194  -1.094  0.106
H  -2.007  -2.954  -1.088  0.047
H  -0.495  -4.350  1.210  0.071
H  -1.408  -5.140  -0.069  0.097
H  -2.247  -4.130  1.099  0.082

Force components x, y, z for each atom (eV/Å):
Ir -0.472 0.255 0.048
Cl -0.128 0.121 -0.054
C 0.052 -0.069 -0.014
Cl 0.279 -0.307 0.045
H -0.040 0.009 0.019
H -0.010 0.026 -0.016
O -0.045 0.011 0.056
N 0.143 0.002 -0.027
O -0.069 -0.018 -0.031
C 0.035 0.054 0.005
C 0.062 -0.001 0.051
C 0.016 0.019 0.029
C 0.165 -0.175 -0.175
O -0.110 0.420 0.125
C -0.088 0.005 -0.012
C -0.061 0.016 0.071
N -0.243 -0.260 0.049
O 0.318 -0.255 -0.004
O 0.068 0.077 0.006
N 0.114 -0.041 0.019
O 0.031 0.026 0.011
O -0.100 -0.014 -0.025
H 0.010 0.016 -0.003
H -0.006 -0.009 -0.017
C 0.066 -0.006 0.018
C -0.065 -0.029 0.013
P -0.007 0.232 -0.246
C 0.095 0.041 0.039
C 0.022 0.001 -0.023
C 0.028 -0.069 -0.033
C 0.005 -0.011 -0.005
H 0.010 -0.016 0.011
H -0.014 0.000 -0.004
H -0.014 0.000 -0.010
H 0.004 -0.004 -0.008
H -0.056 0.001 0.048
H -0.003 -0.041 0.023
H 0.020 -0.013 0.012
H 0.001 0.003 -0.005
H 0.004 -0.005 0.004
H -0.005 0.011 0.008
H 0.011 -0.005 0.005
H -0.014 -0.005 0.002
H -0.017 0.005 -0.014
H 0.004 -0.005 0.008
H 0.008 0.003 -0.002